Entry 1:
{"formula": "C5H7BO", "method": "ωB97M-V with the def2-TZVPD basis set", "symbols": ["H", "O", "C", "H", "B", "H", "C", "H", "C", "C", "H", "H", "H", "C"], "coordinates": [[0.140, 1.524, -1.210], [2.454, 0.578, -0.063], [0.015, -0.613, -1.128], [-1.554, 1.255, 1.062], [1.190, 0.408, 0.353], [0.636, -1.010, -2.029], [-0.848, -1.391, -0.544], [-1.058, -2.508, -0.626], [0.005, 0.689, -0.533], [-1.201, 0.570, 0.337], [3.214, 0.353, 0.561], [0.894, -0.230, 1.288], [-2.430, -1.104, 0.941], [-1.612, -0.690, 0.449]], "gap_ev": 9.277, "relative_energy_kcal_mol": 18.1}

***

Entry 2:
{"formula": "C5H7BO4", "method": "ωB97M-V with the def2-TZVPD basis set", "symbols": ["H", "H", "H", "H", "H", "C", "C", "C", "B", "C", "C", "H", "O", "O", "O", "O", "H"], "coordinates": [[-0.777, -2.790, -1.683], [0.621, 0.617, -1.128], [-2.060, -2.811, 0.324], [-0.629, 3.121, -0.314], [-1.563, 2.295, 1.901], [-0.361, 2.174, 0.183], [1.447, -0.910, 1.604], [-0.926, 1.676, 1.265], [-0.572, -1.722, -0.096], [0.370, -0.096, 0.919], [0.783, 1.072, -0.138], [2.404, -0.815, 0.896], [1.385, -1.699, 2.493], [-1.381, -2.286, 0.797], [-0.291, -1.970, -1.418], [-0.578, 0.504, 1.793], [1.801, 1.459, -0.061]], "gap_ev": 7.973, "relative_energy_kcal_mol": 46.3}

***

Entry 3:
{"formula": "C5H7BaO3", "method": "ωB97M-V with the def2-TZVPD basis set", "symbols": ["Ba", "H", "C", "C", "H", "H", "O", "O", "C", "H", "H", "H", "H", "C", "O", "C"], "coordinates": [[0.733, 2.831, -0.028], [0.699, 0.092, 2.533], [1.311, 0.711, 1.606], [0.064, -1.398, 0.065], [2.154, -1.265, 1.084], [-0.778, -1.805, 0.641], [-0.498, 0.787, -1.222], [-2.609, 0.718, -2.018], [-1.678, 1.253, -1.470], [0.041, -3.182, -1.113], [2.105, 1.142, 2.242], [1.290, -1.826, -1.606], [-2.742, 2.449, -0.320], [0.503, -2.209, -0.950], [-1.843, 2.360, -0.661], [1.248, -0.658, 1.216]], "s_squared": 0.756, "gap_ev": [3.882, 5.944], "spin_multiplicity": 2}

***

Entry 4:
{"formula": "C5H7Br", "method": "ωB97M-V with the def2-TZVPD basis set", "symbols": ["C", "H", "H", "H", "Br", "C", "H", "H", "C", "C", "H", "H", "C"], "coordinates": [[0.794, 0.798, -0.522], [0.970, 2.649, -1.345], [-2.105, -1.703, 1.679], [-2.109, -0.731, -0.325], [3.054, 2.550, 0.038], [-0.102, 0.015, -0.322], [-0.822, -0.589, 2.006], [2.100, 1.546, -2.022], [-1.058, -1.383, 1.348], [1.624, 1.849, -1.086], [-0.300, -2.099, 1.451], [-0.975, -1.907, -0.814], [-1.070, -0.996, -0.087]], "smiles": "CCC#CCBr", "gap_ev": 10.510, "relative_energy_kcal_mol": 25.2}

***

Entry 5:
{"formula": "C5H7Br", "method": "ωB97M-V with the def2-TZVPD basis set", "symbols": ["H", "C", "H", "C", "H", "Br", "C", "C", "H", "H", "C", "H", "H"], "coordinates": [[-0.288, 2.591, 1.107], [-0.911, 1.737, 0.917], [-0.789, 1.088, 1.788], [1.131, -2.547, -0.092], [-1.885, 2.191, 1.115], [-1.534, -0.636, -0.258], [-0.615, 1.085, -0.323], [0.408, 1.445, -1.101], [0.960, -1.531, 0.117], [0.775, -4.723, -0.246], [0.980, -3.711, -0.350], [0.775, 0.651, -1.743], [0.994, 2.360, -0.930]], "smiles": "C=C(C)Br.C#C", "gap_ev": 10.382, "relative_energy_kcal_mol": 58.6}

***

Entry 6:
{"formula": "C5H7Br", "method": "ωB97M-V with the def2-TZVPD basis set", "symbols": ["H", "H", "C", "H", "H", "H", "C", "Br", "C", "C", "C", "H", "H"], "coordinates": [[-1.361, -0.528, 1.216], [-0.170, -1.929, -1.157], [0.283, -0.108, 0.068], [0.338, -1.693, 1.419], [-1.056, -0.683, -1.658], [-0.001, -0.152, 2.232], [-0.161, 2.542, 0.082], [2.329, -0.290, 0.000], [-0.065, -0.776, -1.263], [0.088, 1.360, 0.021], [-0.263, -0.732, 1.305], [0.562, -0.559, -2.144], [-0.523, 3.547, -0.120]], "smiles": "C#CC(C)(C)Br", "gap_ev": 10.462, "relative_energy_kcal_mol": 35.8}

***

Entry 7:
{"formula": "C5H7BrIN2", "method": "ωB97M-V with the def2-TZVPD basis set", "symbols": ["C", "C", "H", "H", "Br", "N", "C", "H", "H", "C", "N", "I", "H", "H", "C", "H"], "coordinates": [[-0.720, -0.473, 0.613], [-0.975, 0.746, 1.233], [-0.936, 2.793, 1.358], [0.842, -2.238, -0.238], [-4.829, -1.029, -2.703], [0.893, -1.565, -0.994], [0.254, -0.364, -0.408], [0.680, 2.914, -0.665], [-1.540, 0.924, 2.076], [-0.491, 1.961, 0.777], [0.711, 0.784, -0.874], [-2.901, -2.101, -1.754], [0.353, -1.765, -1.880], [-1.208, -1.313, 1.052], [0.323, 1.949, -0.349], [1.933, -1.474, -1.206]], "gap_ev": 8.123, "relative_energy_kcal_mol": 21.1, "charge": 1}

***

Entry 8:
{"formula": "C5H7CaO4", "method": "ωB97M-V with the def2-TZVPD basis set", "symbols": ["H", "O", "H", "H", "C", "O", "H", "C", "C", "O", "C", "H", "O", "Ca", "H", "H", "C"], "coordinates": [[1.455, -2.038, -0.604], [3.753, 2.130, 0.617], [-1.009, -2.007, 0.029], [-2.594, 1.878, 1.075], [-0.494, -1.195, -0.502], [4.839, 0.120, 0.985], [-0.646, -1.309, -1.587], [-2.424, 0.178, -0.177], [-3.095, 1.141, 0.447], [1.563, 0.037, -0.603], [0.985, -1.141, -0.155], [-4.175, 1.197, 0.322], [-1.062, 0.070, -0.100], [0.508, 1.703, -0.591], [-2.904, -0.578, -0.803], [1.090, -1.246, 0.944], [4.211, 1.059, 0.704]], "s_squared": 0.750, "gap_ev": [4.898, 9.783], "relative_energy_kcal_mol": 0.0, "spin_multiplicity": 2}